Density functional theory data (ωB97M-V/def2-TZVPD) for a molecular structure, C14H21BrIrN2O3S4.

XYZ file:
```
46
Properties=species:S:1:pos:R:3:forces:R:3:lowdin_charge:R:1
Ir -0.029 -0.242 0.370 2.312 0.762 1.993 0.9898
Br -2.814 1.526 -0.578 0.039 -0.065 -0.061 0.8720
S 0.387 2.219 0.552 -1.131 0.136 0.192 0.8546
S 2.522 -0.227 0.849 -0.600 0.169 -1.061 0.9353
S -0.166 -0.264 2.704 0.161 -0.067 0.380 0.9395
S -0.310 -3.059 -0.957 -0.786 -1.587 -0.453 0.9381
O -1.713 -3.276 0.225 -0.067 0.177 0.183 -0.1135
O -1.822 -1.101 0.860 -1.483 -0.033 -0.915 -0.2878
O -1.100 -2.637 -2.099 0.441 0.344 0.003 -0.3786
N 0.510 -1.919 -0.252 0.492 -0.721 0.146 -0.5013
N -0.517 0.194 -1.559 -0.322 0.124 -1.160 -0.1861
C -2.068 0.932 -3.211 0.079 -0.058 -0.178 -0.0618
C -3.670 -2.514 1.282 -0.029 -0.013 0.081 0.0649
C 3.024 1.469 1.182 0.128 0.140 0.063 -0.4520
C 2.164 2.434 0.394 0.145 -0.051 -0.120 -0.4702
C 2.456 -0.934 2.499 0.064 -0.210 0.128 -0.4698
C -1.245 0.433 -4.208 -0.268 0.108 -0.136 0.0389
C 1.485 -0.255 3.433 0.011 0.011 0.251 -0.4333
C -1.682 0.794 -1.899 0.289 -0.048 0.279 -0.6917
C -2.306 -2.271 0.742 0.276 0.387 0.277 -0.5415
C 0.269 -0.274 -2.551 -0.001 0.338 -0.061 -0.1123
C 0.874 -0.758 -4.931 -0.046 -0.010 0.107 -0.0060
C -0.755 1.435 2.944 -0.135 0.061 0.284 -0.4471
C 0.076 2.536 2.320 0.048 0.125 -0.035 -0.4297
C -0.048 -0.183 -3.892 0.298 -0.036 -0.079 -0.2236
H 1.759 0.765 3.693 0.097 -0.007 -0.055 0.0817
H -2.999 1.427 -3.447 -0.001 -0.005 0.017 0.1205
H 0.525 -0.527 -5.935 0.003 0.006 0.015 0.0930
H -0.870 1.597 4.018 0.012 -0.036 -0.010 0.1137
H 2.996 1.658 2.253 -0.044 0.044 -0.005 0.0818
H 1.185 -0.751 -2.231 0.003 0.012 -0.049 0.1148
H 1.031 2.695 2.818 0.003 -0.074 0.044 0.0863
H 2.342 2.319 -0.678 0.017 0.048 -0.005 0.0949
H -0.481 3.470 2.393 0.033 0.015 -0.011 0.1051
H -3.991 -1.699 1.923 0.009 0.003 -0.019 0.1017
H 3.464 -0.929 2.915 0.030 -0.008 -0.052 0.1133
H 4.061 1.576 0.861 0.018 -0.019 0.028 0.1060
H -3.689 -3.464 1.813 -0.027 -0.010 -0.029 0.1139
H -1.756 1.411 2.513 -0.052 0.012 -0.023 0.0749
H 2.176 -1.976 2.328 0.035 -0.001 0.040 0.0941
H -4.346 -2.596 0.428 -0.014 -0.018 0.010 0.1219
H 0.924 -1.844 -4.831 -0.015 0.011 -0.017 0.0995
H -1.546 0.531 -5.244 -0.004 -0.002 0.017 0.1416
H 2.386 3.471 0.649 0.016 0.003 -0.013 0.1101
H 1.423 -0.823 4.362 -0.019 0.040 0.016 0.1085
H 1.885 -0.367 -4.820 -0.013 0.005 -0.008 0.0956
```
Positions in Å, forces in eV/Å.

## Properties
HOMO energy (spin up / spin down) = -15.1 / -15.2 eV
Total charge = +2
Multiplicity = 2
Orbital gap (spin up / spin down) = 8.13 / 6.82 eV

=====

Density functional theory data (ωB97M-V/def2-TZVPD) for a molecular structure, C14H21BrN3O3PtS.

XYZ file:
```
44
Properties=species:S:1:pos:R:3:forces:R:3:lowdin_charge:R:1
Pt -0.251 1.705 0.231 -0.131 0.256 -0.378 0.9658
Br 2.848 -0.676 0.212 -0.330 -0.114 -0.066 0.8209
S -0.511 -0.140 -1.152 0.197 -0.086 0.137 0.6704
O 1.169 5.379 0.871 0.009 0.084 -0.008 0.1201
O -2.951 0.926 0.298 0.249 0.169 0.032 -0.1350
O -0.112 3.561 1.005 0.178 -0.111 0.149 -0.2160
N -0.590 -2.768 -0.970 -0.013 -0.084 -0.129 0.0180
N 1.925 1.972 0.227 0.140 0.091 0.171 -0.0576
N -0.659 -1.690 1.044 0.045 0.205 -0.063 0.0122
C 4.469 3.052 -0.149 0.012 -0.086 0.003 -0.0063
C 0.452 -4.095 -2.739 -0.002 0.006 0.000 -0.0714
C -4.395 1.049 0.294 -0.032 0.001 -0.008 0.0008
C 3.392 3.879 0.121 0.016 -0.033 -0.023 0.0277
C 0.686 -3.601 1.957 -0.032 0.014 -0.077 -0.0742
C -0.449 -2.917 -2.420 -0.053 0.013 0.016 -0.2441
C -2.793 3.302 0.220 0.097 0.027 -0.151 -0.0374
C 2.157 3.308 0.317 -0.157 -0.120 -0.023 -0.1675
C 2.990 1.190 0.046 0.017 0.150 0.085 -0.7118
C 4.269 1.684 -0.155 0.024 0.078 -0.043 -0.0950
C 1.000 4.195 0.746 0.020 -0.141 -0.001 -0.5721
C -0.588 -1.628 -0.287 0.080 0.043 0.134 -0.7432
C -0.671 -2.917 1.841 -0.045 0.050 0.042 -0.2149
C -2.168 1.955 0.250 -0.247 -0.363 0.185 -0.4067
H 5.087 0.993 -0.292 0.005 0.000 -0.021 0.1058
H -1.438 -3.049 -2.864 0.002 0.017 -0.015 0.1255
H 5.457 3.460 -0.312 0.010 -0.002 -0.008 0.1264
H -4.717 1.651 -0.552 -0.015 -0.007 0.004 0.1040
H -3.584 3.390 0.965 -0.011 -0.005 0.025 0.1027
H -4.759 0.033 0.199 -0.013 0.016 0.008 0.1044
H -1.032 -2.631 2.827 -0.010 -0.026 -0.014 0.1263
H -3.255 3.432 -0.766 -0.024 -0.021 -0.001 0.1180
H 0.046 -5.027 -2.341 -0.007 -0.011 0.008 0.0793
H 1.110 -3.830 0.980 0.007 -0.012 -0.014 0.0651
H 1.392 -2.969 2.490 0.054 0.072 0.035 0.0732
H 0.584 -4.536 2.507 -0.012 0.005 0.012 0.0849
H 3.475 4.953 0.203 -0.013 -0.001 0.015 0.1343
H -2.048 4.078 0.363 -0.078 -0.065 0.019 0.0736
H -0.614 -0.800 1.516 -0.014 0.011 0.001 0.1041
H -0.724 -3.621 -0.450 0.059 0.002 -0.018 0.1285
H -0.034 -1.990 -2.809 0.022 -0.041 -0.006 0.0731
H -4.731 1.488 1.231 0.001 -0.006 -0.010 0.1068
H 0.542 -4.211 -3.817 -0.003 -0.003 -0.007 0.0838
H 1.450 -3.946 -2.325 0.003 0.005 -0.002 0.0794
H -1.425 -3.598 1.436 -0.006 0.022 0.004 0.1180
```
Positions in Å, forces in eV/Å.

## Properties
HOMO energy = -11.8 eV
Total charge = +1
Multiplicity = 1
Orbital gap = 8.50 eV

=====

Density functional theory data (ωB97M-V/def2-TZVPD) for a molecular structure, C14H21CaN7.

XYZ file:
```
43
Properties=species:S:1:pos:R:3:forces:R:3:lowdin_charge:R:1
Ca 0.069 0.186 -0.318 0.062 -0.011 0.047 1.9643
N -0.305 -5.424 1.061 0.025 1.056 -0.107 0.0963
N 2.504 4.839 -1.799 -0.552 -4.076 0.410 0.0927
N 5.313 -1.573 -0.223 1.306 0.345 0.763 0.0858
N -3.022 4.523 1.804 -2.247 3.597 2.863 0.0627
N 1.871 0.062 4.984 0.303 -0.488 1.411 0.0780
N -0.615 -1.267 -6.008 -0.619 -1.012 -6.349 0.0604
N -5.627 -1.115 -0.965 2.715 0.992 1.304 0.1112
C 7.717 -1.343 0.807 -0.257 0.884 -0.335 -0.0611
C 2.310 -0.568 7.523 0.292 0.378 -0.929 -0.0553
C -3.570 5.327 2.499 1.485 -3.144 -1.364 -0.2380
C -0.722 -1.485 -7.194 0.336 0.561 5.050 -0.2357
C -0.766 -1.885 -8.646 0.414 0.803 0.683 -0.0659
C -4.312 6.215 3.483 0.356 -0.093 -1.589 -0.0595
C 6.364 -1.462 0.257 -1.385 -0.582 -0.371 -0.2830
C -6.553 -1.477 -1.492 -0.815 0.403 -0.595 -0.3376
C 2.079 -0.232 6.088 -0.501 0.212 -0.628 -0.2699
C -0.036 -7.979 1.306 -0.967 -0.446 0.267 -0.0625
C 2.812 7.408 -2.047 -0.051 -0.486 0.386 -0.0523
C 2.692 5.937 -1.912 -0.009 4.743 -0.086 -0.2898
C -0.132 -6.544 1.197 0.346 -0.352 0.168 -0.3035
C -7.723 -1.983 -2.080 -1.335 -0.771 -0.121 -0.0637
H 3.255 7.852 -1.155 0.830 -0.332 -0.233 0.0843
H -7.634 -2.057 -3.164 -0.084 -0.300 0.171 0.0973
H -5.361 5.929 3.557 0.195 -0.431 0.083 0.0812
H 1.647 0.016 8.161 -0.060 -0.143 -0.130 0.0856
H 0.208 -1.630 -9.063 0.219 -0.436 0.107 0.0801
H -4.351 7.197 3.012 0.206 0.175 0.220 0.0761
H 2.198 -1.638 7.695 -0.092 0.142 -0.047 0.0843
H -0.995 -2.944 -8.761 0.107 0.143 0.132 0.0841
H -1.431 -1.285 -9.267 -0.436 -0.017 0.527 0.0805
H -8.613 -1.412 -1.814 0.163 0.194 -0.077 0.0982
H 8.021 -0.335 0.528 0.403 -0.043 -0.233 0.0848
H -7.809 -2.932 -1.550 -0.485 -0.487 -0.678 0.0985
H 3.353 7.578 -2.977 0.000 0.513 0.280 0.0873
H 3.337 -0.274 7.740 -0.010 -0.102 0.151 0.0832
H 0.170 -8.348 2.311 0.698 0.324 -0.095 0.0912
H -1.077 -8.287 1.206 -0.037 -0.403 -0.544 0.0902
H 0.587 -8.412 0.523 -0.051 -0.017 0.264 0.0928
H 7.759 -1.316 1.896 -0.225 -0.580 -0.092 0.0876
H 1.856 7.929 -2.005 -0.326 -0.532 -0.694 0.0849
H -3.844 6.286 4.465 0.101 -0.235 -0.265 0.0821
H 8.374 -2.078 0.342 -0.020 0.055 0.275 0.0924
```
Positions in Å, forces in eV/Å.

## Properties
HOMO energy = -15.1 eV
Total charge = +2
Multiplicity = 1
Orbital gap = 4.88 eV

=====

Density functional theory data (ωB97M-V/def2-TZVPD) for a molecular structure, C14H21CeI2N2O7P2.

XYZ file:
```
49
Properties=species:S:1:pos:R:3:forces:R:3:lowdin_charge:R:1
Ce -0.402 0.548 0.417 -1.603 1.115 1.973 0.6002
I 1.690 0.681 -2.256 -0.818 1.720 -1.029 0.7169
I 0.039 2.929 -2.406 0.967 -0.844 0.228 0.5212
P -2.105 -0.808 -1.556 -1.325 -0.190 -0.550 0.7608
P 2.290 0.938 1.287 0.573 0.197 0.785 0.7021
O 0.968 -5.716 5.805 -2.191 0.995 0.083 0.0816
O -4.831 -1.830 4.823 1.281 -1.444 0.792 0.0628
O 0.745 -1.990 2.178 -0.669 0.398 0.068 0.0319
O -0.768 -6.048 7.084 0.543 1.678 -2.099 0.0967
O 1.345 -2.136 -0.977 -2.131 2.821 1.797 0.1179
O -1.088 -0.731 2.205 0.136 0.242 -0.744 -0.2391
O -4.862 -3.316 6.419 1.871 0.766 -1.854 0.1066
N -4.281 -2.739 5.480 -3.399 0.812 0.972 -0.3116
N -0.205 -5.452 6.142 1.832 -2.600 1.765 -0.3099
C -2.262 -2.443 -2.357 0.705 -0.167 0.047 -0.2221
C -3.596 -0.774 -0.485 0.464 0.077 0.412 -0.2348
C -2.304 -2.406 4.062 -0.557 0.005 0.550 0.0742
C -2.934 -3.103 5.113 2.071 -0.594 -0.484 -0.0965
C -2.570 0.438 -2.830 0.501 0.106 0.185 -0.2790
C -0.305 -3.707 4.348 -0.312 -0.456 0.784 0.1118
C -0.987 -2.662 3.689 -0.515 -0.292 0.545 -0.0900
C -2.240 -4.111 5.814 -0.012 0.351 -0.325 0.1319
C 0.757 -1.253 -0.506 3.334 -5.655 -1.976 -0.4488
C 3.754 -0.101 1.560 -0.020 -0.332 -0.444 -0.2085
C 2.825 2.573 0.645 -0.139 -0.317 -0.239 -0.2614
C 1.778 1.346 2.996 -0.318 -0.227 -0.246 -0.2241
C -0.385 -1.768 2.631 0.952 -0.659 -0.038 -0.5147
C -0.924 -4.422 5.414 -1.078 1.789 -1.214 -0.0878
H 4.188 -0.348 0.577 0.097 0.129 0.445 0.0608
H -3.520 0.197 -3.343 0.583 0.109 0.241 0.0825
H -1.718 0.545 -3.513 -0.415 -0.268 -0.281 0.0183
H 4.500 0.398 2.215 -0.497 -0.319 -0.439 0.0837
H -3.495 -1.504 0.326 -0.182 -0.101 -0.292 0.0610
H -2.091 -3.202 -1.573 -0.271 0.199 -0.358 0.0660
H -2.614 1.425 -2.347 -0.440 -0.294 -0.067 -0.0007
H -2.831 -1.621 3.537 -0.163 -0.092 0.250 0.1211
H 3.105 2.437 -0.408 0.415 0.214 0.443 -0.0100
H -3.687 0.195 0.021 -0.211 0.056 -0.197 0.0532
H 3.631 3.006 1.265 -0.377 -0.118 -0.435 0.0811
H -4.482 -0.959 -1.103 0.097 0.043 0.281 0.0769
H 2.615 1.876 3.462 -0.325 -0.021 0.183 0.0769
H 1.519 0.429 3.535 0.279 0.120 -0.013 0.0633
H 0.701 -3.992 4.089 0.202 0.081 -0.092 0.1286
H -3.247 -2.592 -2.852 0.680 0.214 0.376 0.0830
H 0.874 1.967 2.994 0.214 0.215 0.144 0.0553
H 1.950 3.238 0.610 0.238 0.051 0.282 0.0417
H -2.714 -4.623 6.653 0.176 0.095 -0.287 0.1443
H -1.429 -2.552 -3.074 -0.498 -0.043 0.086 0.0613
H 3.388 -1.048 1.995 0.256 0.434 -0.012 0.0632
```
Positions in Å, forces in eV/Å.

## Properties
HOMO energy (spin up / spin down) = -15.0 / -15.0 eV
Total charge = +2
Multiplicity = 2
Orbital gap (spin up / spin down) = 5.47 / 5.47 eV